This record from OMol25 describes the molecule C2H6FNO in a non-equilibrium geometry. The level of theory is ωB97M-V/def2-TZVPD.

Properties
Electronic energy ... -309.57000 Ha
HOMO-LUMO gap ... 11.223 eV
Molecular weight ... 79.07 g/mol
2S+1 ... 1
ΔE to the lowest compared entry with this formula, charge and spin ... 2.607 eV

The geometry in XYZ format:
```
11
Properties=species:S:1:pos:R:3:lowdin_charge:R:1
C -0.83 -1.12 0.95 0.017
C -0.22 -0.44 -0.35 -0.329
F -1.05 -0.29 -1.41 0.031
O 0.20 0.96 0.18 -0.205
N 1.15 1.40 -0.86 0.005
H -1.80 -1.49 0.87 0.062
H -0.12 -1.79 1.21 0.036
H -0.85 -0.30 1.61 0.059
H 0.85 -0.81 -0.62 0.157
H 1.99 1.59 -0.36 0.057
H 0.69 2.28 -1.22 0.110
```

***

This record from OMol25 describes a cluster of 2 separate species, C2H6I3NSi in total in a non-equilibrium geometry. The level of theory is ωB97M-V/def2-TZVPD.

Properties
Electronic energy ... -1317.11944 Ha
HOMO-LUMO gap (alpha / beta) ... 6.367 / 6.325 eV
Molecular weight ... 452.87 g/mol
2S+1 ... 1
ΔE to the lowest compared entry with this formula, charge and spin ... 3.481 eV

The geometry in XYZ format:
```
13
Properties=species:S:1:pos:R:3:lowdin_charge:R:1
C -0.17 -0.91 -0.43 -0.082
C 0.56 -0.88 0.93 -0.438
N 1.24 0.28 1.26 -0.030
Si 3.67 0.11 -0.12 -0.687
I 4.71 2.35 0.26 0.286
I 4.68 -1.79 1.18 0.304
I 3.57 -0.38 -2.58 0.295
H 0.54 -0.68 -1.13 -0.002
H -0.65 -1.80 -0.66 0.058
H -0.95 -0.27 -0.47 0.038
H -0.23 -0.80 1.77 0.144
H 1.28 -1.76 1.04 0.097
H 0.96 1.17 0.88 0.018
```